20
Properties=species:S:1:pos:R:3 method="wB97M-V/def2-TZVPD" de_lowest_kj_mol=139.94 largest_force_ev_per_a=4.81 total_charge=-2 homo_lumo_gap_ev=2.8
Cs 0.5440 -0.1043 -0.6778
B 3.2904 -0.6676 -2.4910
H 4.3025 -0.9035 -2.7809
H 2.5801 -1.4073 -2.8265
H 3.2343 -0.5488 -1.4200
H 3.1238 0.3021 -2.9340
S 1.6307 -3.3543 1.9216
O 1.0188 -2.0732 1.5328
O 1.6461 -4.2089 0.7415
O 2.9742 -3.1182 2.4093
O 0.7126 -3.8981 2.8894
C -3.3275 2.8871 -0.0132
C -2.6904 1.5601 0.4768
O -1.2402 1.7878 0.7598
H -4.4016 2.7148 -0.0823
H -3.1123 3.2990 -0.9992
H -3.0407 3.6434 0.7174
H -2.8339 0.7583 -0.2475
H -3.1710 1.1765 1.3768
H -1.2401 2.1549 1.6469


17
Properties=species:S:1:pos:R:3 method="wB97M-V/def2-TZVPD" de_lowest_kj_mol=695.76 largest_force_ev_per_a=5.14 homo_lumo_gap_ev="7.5 / 8.3"
C 2.1293 -0.6258 -0.0477
C 0.6310 -0.3081 0.2442
C -0.8205 -0.1754 -1.2208
C -1.5975 0.4962 -0.0993
C -1.6161 -0.8172 0.5584
O -0.9076 1.3645 0.7841
C 0.4646 1.0871 0.7502
H 2.7518 0.2385 -0.4164
H 2.1130 -1.3969 -0.8050
H 2.7116 -1.0176 0.8026
H -0.0938 0.3721 -1.7743
H -1.1468 -0.9602 -1.9409
H -2.4606 1.0760 -0.4274
H -2.3253 -1.4986 0.0743
H -1.6691 -0.8989 1.6156
H 0.9362 1.8827 0.1229
H 0.8635 1.1898 1.7713


18
Properties=species:S:1:pos:R:3 method="wB97M-V/def2-TZVPD" de_lowest_kj_mol=456.60 largest_force_ev_per_a=2.05 total_charge=+1 homo_lumo_gap_ev=11.0
C 1.7224 -0.1010 -0.0104
C -0.1681 1.9374 0.7376
C -0.0994 -1.2094 -2.2014
C -0.6268 0.5064 0.5308
N 0.4269 -1.4098 -0.8648
N 0.4712 -0.2835 -0.0245
O 2.8519 -0.0519 -0.0915
H 1.4233 -0.6959 2.8400
H -0.9589 2.5038 1.2194
H 0.0609 2.4197 -0.2088
H 0.7086 1.9732 1.3805
H 0.0806 -2.1222 -2.7633
H -1.1687 -0.9914 -2.2104
H 0.4378 -0.3977 -2.6884
H -0.9367 0.0514 1.4771
H -1.4561 0.4492 -0.1766
H 0.0799 -2.2448 -0.4025
H 1.2066 -0.5455 2.0947


54
Properties=species:S:1:pos:R:3 method="wB97M-V/def2-TZVPD" de_lowest_kj_mol=531.11 largest_force_ev_per_a=6.03 homo_lumo_gap_ev=7.5 smiles=CCB(O)c1ccc2nsnc2c1.BrCCBr.BrCCBr.BrCCBr.BrCCBr
C 1.0943 -0.9020 0.4452
C 0.4413 0.3144 -0.3874
B -0.5477 1.2728 0.5256
O -0.1045 2.5376 1.0621
C -2.0754 0.6678 0.7178
C -2.2128 -0.7798 1.4138
C -3.5946 -1.4722 1.6072
C -4.8527 -0.6648 1.0730
N -6.1627 -1.2775 1.1922
S -7.1573 -0.0443 0.5156
N -6.0841 1.2257 0.0704
C -4.7587 0.7672 0.4215
C -3.3428 1.4256 0.2461
H 2.0771 -1.2128 -0.1043
H 1.4021 -0.5300 1.4816
H 0.4274 -1.8351 0.4896
H -0.2422 -0.0668 -1.2458
H 1.2775 0.9644 -0.8499
H 0.4523 2.4303 1.8636
H -1.2868 -1.3532 1.7833
H -3.6837 -2.5059 2.0783
H -3.2568 2.4492 -0.2454
Br -2.8442 3.8594 4.8354
C -3.2589 2.0010 4.4160
C -2.5905 1.0585 5.3860
Br -0.6914 0.8647 4.9890
H -2.9628 1.8352 3.3791
H -4.3450 1.9277 4.4949
H -3.0042 0.0530 5.2917
H -2.6664 1.3816 6.4245
Br -7.6077 2.5403 -3.5521
C -6.0141 2.2021 -4.6231
C -5.2709 0.9856 -4.1295
Br -4.2615 1.3813 -2.5085
H -5.4153 3.1129 -4.5984
H -6.3827 2.0427 -5.6379
H -4.5234 0.6694 -4.8593
H -5.9252 0.1446 -3.8986
Br 4.7380 0.7921 -0.0544
C 5.7434 -0.0242 -1.5114
C 4.9649 0.0140 -2.8022
Br 3.5672 -1.3456 -2.8265
H 6.0013 -1.0341 -1.1927
H 6.6555 0.5692 -1.5938
H 5.6112 -0.2284 -3.6476
H 4.4788 0.9724 -2.9855
Br 10.4880 -4.4629 -0.5074
C 9.0774 -3.2936 0.1581
C 7.8021 -3.4720 -0.6277
Br 7.9073 -2.5823 -2.3597
H 9.4661 -2.2754 0.1244
H 8.9322 -3.5878 1.1988
H 6.9643 -2.9960 -0.1144
H 7.5571 -4.5164 -0.8217


91
Properties=species:S:1:pos:R:3 method="wB97M-V/def2-TZVPD" de_lowest_kj_mol=0.00 largest_force_ev_per_a=2.98 multiplicity=2 homo_lumo_gap_ev="6.6 / 6.6" s_squared=0.7558
Ti 0.3500 -0.1606 -0.4049
C 1.1117 3.7620 -0.3292
C 0.3275 3.4090 -1.5991
C -0.3001 4.6515 -2.2282
P -0.7882 1.9785 -1.2337
C -2.0561 1.9849 -2.5865
C -3.2305 1.0499 -2.2969
C -1.4488 1.6929 -3.9627
C -1.8773 2.4029 0.1350
C -2.6888 3.5412 0.1286
C -3.7615 3.6659 0.9898
C -4.0714 2.5825 1.8104
C -3.2779 1.4537 1.8221
C -2.1127 1.3593 1.0406
N -1.2515 0.2543 1.1075
C -1.0936 -0.3503 2.3821
C -1.3804 0.2806 3.6000
C -1.0764 -0.3169 4.8133
C -0.4751 -1.5655 4.8632
C -0.2000 -2.2067 3.6653
C -0.5087 -1.6204 2.4438
P -0.3604 -2.3870 0.7989
C -2.1279 -3.0290 0.7842
C -2.2383 -4.3389 1.5635
C -2.8757 -3.1099 -0.5452
C 0.8331 -3.7614 1.1236
C 1.0083 -4.8058 0.0213
C 2.1908 -3.1213 1.4437
H 1.9254 4.4517 -0.5696
H 1.5414 2.8832 0.1507
H 0.4571 4.2454 0.3995
H 1.0361 3.0012 -2.3236
H -0.9072 5.2068 -1.5129
H -0.9115 4.4263 -3.1033
H 0.5020 5.3206 -2.5527
H -2.4313 3.0090 -2.5761
H -2.9294 0.0059 -2.3561
H -4.0072 1.2141 -3.0482
H -3.6721 1.2311 -1.3162
H -1.1839 0.6396 -4.0582
H -0.5579 2.2966 -4.1690
H -2.1784 1.9152 -4.7464
H -2.5021 4.3288 -0.5911
H -4.3709 4.5610 0.9892
H -4.9524 2.6172 2.4416
H -3.5556 0.6129 2.4449
H -1.7899 1.2815 3.6043
H -1.2925 0.2171 5.7323
H -0.2269 -2.0318 5.8091
H 0.2737 -3.1809 3.6963
H -2.6082 -2.2495 1.3679
H -1.7227 -5.1511 1.0474
H -3.2920 -4.6197 1.6478
H -1.8388 -4.2552 2.5756
H -2.6535 -4.0266 -1.0891
H -2.6590 -2.2699 -1.2004
H -3.9484 -3.0969 -0.3299
H 0.4598 -4.2764 2.0060
H 1.4739 -4.3780 -0.8636
H 0.0706 -5.2663 -0.2866
H 1.6658 -5.5936 0.3994
H 2.5951 -2.6363 0.5519
H 2.9007 -3.8980 1.7434
H 2.1405 -2.3773 2.2407
F 2.8235 1.0651 4.4958
C 2.9155 0.7816 3.1877
C 1.7613 0.6929 2.4372
C 1.8155 0.4090 1.0713
C 3.1071 0.3326 0.5046
C 4.2354 0.3577 1.3133
F 5.4675 0.1748 0.7803
C 4.1762 0.5743 2.6673
C 3.1506 0.3996 -0.9618
C 4.2945 0.5580 -1.7424
C 4.1760 0.7601 -3.1023
C 2.9233 0.8231 -3.6822
C 1.8341 0.6630 -2.8631
N 1.9295 0.4487 -1.5401
H 0.8309 0.8421 2.9584
H 5.0700 0.6040 3.2755
H 5.2631 0.5328 -1.2745
H 5.0648 0.8827 -3.7094
H 2.7862 0.9882 -4.7424
H 0.8399 0.7115 -3.2662
F -0.8011 -1.0048 -2.1253
As -0.0859 -2.4155 -3.0390
F 1.3281 -2.0623 -2.0621
F -1.5770 -2.6044 -3.8190
F 0.6989 -3.6945 -3.8270
F -0.6083 -3.4734 -1.7941
F 0.4258 -1.3009 -4.2295


24
Properties=species:S:1:pos:R:3 method="wB97M-V/def2-TZVPD" de_lowest_kj_mol=29.22 largest_force_ev_per_a=1.02 homo_lumo_gap_ev=9.3 smiles=Cc1ccc(O)cc1.CC
C 0.0868 2.9002 2.1293
C 0.1539 1.4819 1.6570
C -0.1202 0.4021 2.4876
C -0.0728 -0.8954 2.0328
C 0.2352 -1.1622 0.7034
O 0.2006 -2.4223 0.1682
C 0.5571 -0.1055 -0.1392
C 0.5458 1.1830 0.3487
H -0.9355 3.2859 2.0953
H 0.6243 3.5636 1.4488
H 0.4326 3.0545 3.1486
H -0.4184 0.5780 3.5145
H -0.4144 -1.7274 2.6470
H 0.2987 -3.0632 0.8925
H 0.7128 -0.3024 -1.1906
H 0.8851 1.9706 -0.3119
C -1.4133 -0.4686 -3.6872
C 0.0916 -0.4623 -4.0126
H -1.6516 0.4132 -3.0941
H -2.0135 -0.3177 -4.5819
H -1.7204 -1.3622 -3.1571
H 0.2921 -0.1965 -5.0510
H 0.5601 -1.4176 -3.7650
H 0.6224 0.2520 -3.3834